Molecular formula: C2H5F3P
Method: DFT, ωB97M-V/def2-TZVPD

Orbital gap (spin up / spin down) ... 6.17 / 5.31 eV
Expectation value of S² ... 2.006
Charge ... +1
HOMO energy (spin up / spin down) ... -11.899 / -16.803 eV
LUMO energy (spin up / spin down) ... -5.73 / -11.49 eV
Spin multiplicity ... 3

Structure (XYZ):
```
11
Properties=species:S:1:pos:R:3:mulliken_charge:R:1
C 1.4952 0.4822 0.0439 -0.636
C 0.4416 0.7956 0.9338 -1.123
F -1.5050 -0.3147 -1.8987 -0.089
F -3.2655 -1.0310 -0.3721 -0.074
F -1.3584 -2.3294 -0.7409 -0.111
P -1.7330 -0.8244 -0.4169 1.145
H 1.5352 0.8234 -0.9542 0.355
H 2.1764 1.1679 0.8040 0.280
H 1.8997 -0.4866 0.2023 0.347
H -0.0900 1.7712 0.7134 0.413
H 0.4037 -0.0542 1.6854 0.493
```


Molecular formula: C2H5FN2
Method: DFT, ωB97M-V/def2-TZVPD

Orbital gap (spin up / spin down) ... 7.10 / 10.41 eV
Expectation value of S² ... 2.022
HOMO energy (spin up / spin down) ... -6.277 / -12.150 eV
LUMO energy (spin up / spin down) ... 0.82 / -1.74 eV
Spin multiplicity ... 3

Structure (XYZ):
```
10
Properties=species:S:1:pos:R:3:mulliken_charge:R:1
C 1.8592 -1.4604 -0.3442 -0.306
C -1.7514 -0.7121 -0.7487 -0.224
N 1.7288 -0.4379 0.3745 0.398
N 1.5742 0.3889 1.1618 -0.629
F -2.9743 -0.8618 -0.1448 -0.272
H 1.1031 -1.6856 -1.0035 0.222
H 2.7736 -1.9305 -0.3007 0.326
H -1.0561 -1.5514 -0.5482 0.049
H -1.9634 -0.8180 -1.8756 0.208
H -1.2436 0.2312 -0.4689 0.227
```


Molecular formula: C2H5FN2S2
Method: DFT, ωB97M-V/def2-TZVPD

Orbital gap ... 8.86 eV
HOMO energy ... -8.291 eV
LUMO energy ... 0.57 eV

Structure (XYZ):
```
12
Properties=species:S:1:pos:R:3:mulliken_charge:R:1
C 0.0165 -0.2185 0.0758 0.629
C 1.3411 0.4568 -0.2029 -0.461
H -2.6186 -1.5266 -0.2944 0.166
H 0.3672 -1.3403 -1.5389 0.348
H 1.3811 1.5967 -0.3343 0.348
H 2.0054 0.3096 0.5996 0.340
H -1.6021 2.5036 1.6792 0.172
N -0.1158 -1.3641 -0.5670 -0.293
N -0.9842 0.3787 0.7622 -0.466
F 1.8978 -0.1320 -1.4021 -0.341
S -1.4152 -2.3925 -0.3005 -0.198
S -0.2730 1.7286 1.5233 -0.244
```


Molecular formula: C2H5FN5O2S3Se4Y
Method: DFT, ωB97M-V/def2-TZVPD

Orbital gap ... 5.92 eV
Charge ... -2
HOMO energy ... -1.204 eV
LUMO energy ... 4.71 eV

Structure (XYZ):
```
23
Properties=species:S:1:pos:R:3:mulliken_charge:R:1
Y 0.3201 1.0245 0.0282 1.346
Se 2.8104 1.5688 -1.1636 -0.525
Se 2.7223 3.2439 0.4865 -0.173
Se 0.6345 4.2818 0.2506 -0.206
Se -0.9013 3.0233 1.4932 -0.546
S -2.5158 -3.3203 -0.8485 -0.541
C -2.5375 -1.5855 -0.6182 0.184
S -1.6659 -0.9215 0.7683 -0.454
S -3.1684 -0.5559 -1.8000 -0.393
N 1.0793 -1.8791 -0.3614 -0.374
N 0.5718 -2.3269 -1.5877 -0.129
C -0.1002 -1.4373 -2.3331 -0.159
N -0.8115 -1.9049 -3.3669 -0.404
N 0.0449 -0.1521 -1.9808 -0.442
N -0.7284 0.8282 -2.5386 1.450
O -1.0274 0.8542 -3.6902 -0.686
O -0.7039 1.8452 -1.8442 -0.653
H 1.9531 -2.3325 -0.1480 0.227
H 0.3877 -1.9998 0.3870 0.127
H 0.1388 -3.2473 -1.5887 0.374
H -1.3470 -2.7441 -3.1356 0.276
H -1.3366 -1.1887 -3.8431 0.320
F 1.2564 0.2795 1.6447 -0.617
```


Molecular formula: C2H5FO
Method: DFT, ωB97M-V/def2-TZVPD

Orbital gap ... 11.09 eV
HOMO energy ... -10.233 eV
LUMO energy ... 0.85 eV

Structure (XYZ):
```
9
Properties=species:S:1:pos:R:3:mulliken_charge:R:1
C -1.0178 0.5740 -0.1457 -0.662
C -0.8348 -0.6832 -0.6372 0.066
F -1.2260 -0.9487 -1.8678 -0.236
H -1.4041 1.4268 -0.6401 0.249
H -0.7396 0.9196 0.8269 0.282
H -0.0709 -1.3526 -0.2821 0.314
O 2.1094 -0.2092 0.7848 -0.624
H 1.1644 -0.2114 0.4861 0.280
H 2.0193 0.4847 1.4752 0.332
```


Molecular formula: C2H5FO
Method: DFT, ωB97M-V/def2-TZVPD

Orbital gap ... 9.59 eV
HOMO energy ... -9.100 eV
LUMO energy ... 0.49 eV

Structure (XYZ):
```
9
Properties=species:S:1:pos:R:3:mulliken_charge:R:1
C 1.9411 0.2078 -0.5880 -0.150
C -1.8875 0.0424 0.2483 -0.161
O 2.8816 -0.3761 0.0767 -0.332
F -3.1010 0.2669 -0.4114 -0.289
H 2.3516 1.2484 -0.7709 0.102
H -1.8980 -1.0489 0.6979 0.154
H -1.9688 0.6947 1.0196 0.207
H -1.0042 0.2579 -0.3882 0.094
H 2.6853 -1.2931 0.1159 0.374
```


Molecular formula: C2H5FO
Method: DFT, ωB97M-V/def2-TZVPD

Orbital gap (spin up / spin down) ... 11.36 / 6.75 eV
HOMO energy (spin up / spin down) ... -10.664 / -8.190 eV
LUMO energy (spin up / spin down) ... 0.69 / -1.44 eV

Structure (XYZ):
```
9
Properties=species:S:1:pos:R:3:mulliken_charge:R:1
C -1.5879 -0.3227 0.2982 -0.441
C 1.9474 0.4914 -0.4353 -0.366
O -0.6403 -1.0158 -0.3324 -0.297
F 2.7054 -0.1816 0.3902 -0.193
H -1.1706 0.4004 1.0332 0.224
H -2.2435 -0.9951 0.8887 0.252
H -2.2344 0.2422 -0.3994 0.233
H 1.3520 1.2717 -0.0042 0.297
H 1.8718 0.1095 -1.4391 0.290
```


Molecular formula: C2H5FO
Method: DFT, ωB97M-V/def2-TZVPD

Orbital gap ... 9.57 eV
HOMO energy ... -10.987 eV
LUMO energy ... -1.41 eV

Structure (XYZ):
```
9
Properties=species:S:1:pos:R:3:mulliken_charge:R:1
C -0.5046 -0.9178 -0.2244 -0.764
C 0.1440 0.3121 0.3921 -0.052
O 0.7723 0.7243 -0.6987 -0.137
F 1.5631 2.1989 -0.5941 -0.299
H -0.6572 -0.7029 -1.3158 0.294
H 0.0238 -1.8543 0.0266 0.267
H -1.5266 -0.9141 0.3362 0.236
H 0.7918 0.0250 1.3455 0.225
H -0.6065 1.1287 0.7327 0.230
```


Molecular formula: C2H5FO2
Method: DFT, ωB97M-V/def2-TZVPD

Orbital gap ... 9.60 eV
HOMO energy ... -8.757 eV
LUMO energy ... 0.84 eV

Structure (XYZ):
```
10
Properties=species:S:1:pos:R:3:mulliken_charge:R:1
C -0.8272 0.6316 0.0416 -0.350
C 1.1121 0.0213 0.5841 0.217
O -1.6281 -0.3778 0.2986 -0.438
O 1.3360 -1.1872 -0.0292 -0.432
F 2.1614 0.9293 0.0669 -0.336
H -1.0828 1.6119 0.5741 0.287
H -0.6795 0.7848 -1.0856 0.241
H 1.2266 0.0312 1.7205 0.190
H -1.4374 -1.0758 -0.2779 0.338
H 1.9816 -1.0205 -0.6399 0.283
```


Molecular formula: C2H5FO2
Method: DFT, ωB97M-V/def2-TZVPD

Orbital gap (spin up / spin down) ... 8.20 / 8.15 eV
HOMO energy (spin up / spin down) ... -7.651 / -7.577 eV
LUMO energy (spin up / spin down) ... 0.55 / 0.57 eV

Structure (XYZ):
```
10
Properties=species:S:1:pos:R:3:mulliken_charge:R:1
C 1.4662 0.4326 -0.2611 -0.514
C -2.1134 -0.0704 -0.3088 0.179
O 1.8201 -0.5853 0.5220 -0.413
O -2.4838 -1.3218 -0.1654 -0.391
F -2.6865 0.9643 0.4316 -0.206
H 1.4250 -0.0283 -1.2182 0.288
H 0.6765 1.1474 0.0293 0.325
H -0.9710 -0.1016 -0.5271 0.098
H 1.6674 -0.4880 1.5128 0.322
H -3.1648 -1.3777 0.5730 0.313
```